No. 1
Formula: C24H29BrF20NO8PS
Source: the OMol25 dataset
Level of theory: wB97M-V/def2-TZVPD

XYZ file:
```
85
Properties=species:S:1:pos:R:3:forces:R:3
C 3.72780 -3.86440 2.55378 0.52 0.53 -0.07
C 3.96498 -2.40598 2.89648 -0.42 -0.61 0.74
F 4.94751 -1.88552 2.08034 0.34 0.34 -0.33
C 2.72556 -1.51246 2.94360 0.01 -0.31 -0.96
P 2.35104 -0.61435 1.37820 -0.05 0.39 0.87
Br 1.84417 1.35879 2.67199 -0.11 0.42 0.22
C 3.72040 0.32066 0.60941 -0.16 0.47 -0.44
C 3.40106 1.67180 -0.05524 0.53 0.34 -0.01
C 4.12588 2.87124 0.58929 -0.41 -0.03 -0.33
C 4.88348 3.71405 -0.43644 0.10 0.04 0.58
S 6.08420 4.73872 0.39239 -0.70 0.77 0.13
O 6.39481 5.88117 -0.39832 0.30 -0.22 -0.56
O 5.64817 4.98975 1.73376 0.03 -0.31 0.27
O 7.32409 3.75025 0.47303 0.06 -0.15 -0.21
C 0.58412 -0.63097 0.87720 -0.27 0.20 -0.04
C 0.19282 0.35373 -0.21788 -0.32 -0.09 -0.03
C -1.25629 0.19435 -0.65587 0.80 -0.25 0.04
F -1.44906 0.95340 -1.75275 -0.21 0.35 -0.13
F -1.48413 -1.08618 -1.01624 -0.19 -0.29 -0.06
C -2.27114 0.57465 0.44277 -0.50 -0.03 -0.26
F -2.34421 -0.47335 1.28977 0.00 -0.02 0.33
F -1.84115 1.65998 1.10077 0.17 0.16 0.15
C -3.70462 0.85089 -0.07207 0.09 -0.55 -0.41
F -3.72074 1.97515 -0.79754 0.03 0.27 0.16
F -4.03319 -0.16587 -0.89584 -0.07 0.00 -0.07
C -4.78062 0.88354 1.05850 0.20 -0.05 0.42
F -5.25863 -0.36080 1.21478 -0.06 0.03 -0.06
F -4.23445 1.25723 2.23729 0.14 0.12 -0.17
C -5.94475 1.84438 0.77763 -0.57 0.00 0.25
F -5.49817 3.10169 0.63965 0.03 -0.03 0.02
F -6.56701 1.45722 -0.35272 0.17 -0.04 -0.05
C -7.02944 1.87855 1.90234 -0.46 0.51 -0.43
F -6.55928 2.43900 3.01552 -0.13 -0.35 -0.21
F -7.52063 0.66651 2.15372 0.18 0.33 0.12
F -8.03074 2.65408 1.43088 0.36 -0.36 0.33
O 2.69984 -2.09801 0.45744 -0.12 -0.21 -0.49
C 2.46929 -2.01836 -0.79961 -0.27 -0.15 -1.98
N 2.25397 -1.95152 -1.95208 0.39 -0.03 2.09
H 3.72081 -4.00820 1.48354 -0.32 -0.11 -0.21
H 4.56818 -4.40882 2.94795 0.19 -0.40 0.12
H 2.82487 -4.21380 3.03245 -0.27 -0.21 -0.03
H 4.37423 -2.40116 3.90138 0.14 0.21 0.27
H 1.87268 -2.15386 3.13729 -0.34 -0.11 -0.08
H 2.74934 -0.81113 3.75124 0.25 0.43 0.20
H 4.26477 -0.28496 -0.10068 -0.11 -0.52 -0.10
H 4.41511 0.49933 1.41765 0.03 -0.11 0.45
H 3.73885 1.61328 -1.08351 -0.06 -0.21 -0.31
H 2.35148 1.91410 -0.09675 -0.30 -0.19 0.04
H 3.38328 3.51193 1.03890 -0.12 0.21 0.31
H 4.76652 2.57355 1.40641 0.30 -0.23 0.10
H 5.35614 3.13102 -1.21644 0.33 -0.05 -0.08
H 4.22103 4.43047 -0.89959 -0.15 0.23 -0.26
H 7.71771 3.88218 1.34458 0.17 -0.07 0.20
H 0.03587 -0.36930 1.76827 0.01 0.06 0.42
H 0.24981 -1.62488 0.60874 0.36 -0.39 -0.23
H 0.76636 0.19294 -1.12085 0.19 0.02 -0.25
H 0.29430 1.37472 0.11851 0.24 0.28 0.07
C -7.14145 3.82175 -2.74564 -0.05 0.21 0.19
C -8.40049 3.88742 -3.58157 0.41 -0.32 -0.23
O -9.48988 4.45402 -2.82986 -0.17 -0.05 0.00
C -9.54137 5.77539 -2.78993 0.11 -0.32 -0.09
O -8.78479 6.53592 -3.30952 0.10 0.30 -0.05
C -10.77630 6.21756 -1.98965 -0.05 0.08 0.13
F -10.92105 5.49370 -0.87899 -0.01 -0.08 0.12
F -11.87727 6.06490 -2.73229 -0.13 -0.05 -0.13
F -10.67898 7.49357 -1.64660 0.04 0.18 0.02
H -7.32679 3.27771 -1.82171 -0.02 -0.09 -0.04
H -6.34655 3.31986 -3.29638 -0.02 -0.02 -0.02
H -6.79786 4.82032 -2.47573 0.02 0.02 -0.10
H -8.72811 2.88822 -3.85979 -0.16 0.02 0.11
H -8.24543 4.45318 -4.49876 -0.07 0.16 0.07
C 4.37314 -7.62017 -2.48877 0.00 0.22 0.16
C 5.46010 -8.41680 -1.80090 -0.25 -0.26 -0.44
O 6.24236 -7.57745 -0.92919 0.18 0.00 0.04
C 5.74292 -7.36834 0.27607 0.03 -0.14 -0.34
O 4.72105 -7.79971 0.71374 -0.22 0.00 0.25
C 6.70733 -6.48978 1.08649 0.12 0.20 0.09
F 7.17492 -5.47532 0.35915 0.01 0.11 -0.10
F 7.75016 -7.21065 1.50683 0.09 -0.16 0.03
F 6.09338 -5.98649 2.15183 -0.05 -0.04 0.13
H 4.80160 -6.77058 -3.02059 0.03 -0.05 -0.07
H 3.84034 -8.24799 -3.20147 0.02 -0.03 -0.01
H 3.65553 -7.23114 -1.76694 -0.03 -0.08 0.01
H 6.16406 -8.81369 -2.52862 0.14 0.11 0.07
H 5.05100 -9.25561 -1.24037 0.00 0.09 0.16
```
Forces are in eV/Å.

Properties
HOMO level   -10.34 eV
Structure (SMILES)   C[C@@H](F)CP(Br)(CCCCS(=O)(=O)O)(CCC(F)(F)C(F)(F)C(F)(F)C(F)(F)C(F)(F)C(F)(F)F)OC#N.CCOC(=O)C(F)(F)F.CCOC(=O)C(F)(F)F
DFT total energy   -6899.5414 a.u.
Frontier orbital gap   10.6 eV

=====

No. 2
Formula: C24H29BrN4O4
Source: the OMol25 dataset
Level of theory: wB97M-V/def2-TZVPD

XYZ file:
```
62
Properties=species:S:1:pos:R:3:forces:R:3
N 4.16126 4.91184 0.01808 0.23 0.46 0.20
C 3.85583 3.89794 -0.81665 -0.53 0.22 -0.16
O 4.68935 3.30556 -1.46797 0.23 -0.19 -0.21
C 2.37506 3.54541 -0.86957 0.28 -0.22 0.15
C 2.08714 2.48471 0.21848 -0.02 0.22 0.15
N 3.08644 1.43950 0.14477 -0.40 -0.07 -0.07
C 4.20737 1.52581 0.91249 -0.02 -0.20 0.08
O 4.31073 2.31195 1.83471 0.14 0.09 0.09
C 5.28583 0.56082 0.56005 0.30 -0.11 0.02
C 5.03178 -0.68377 -0.00801 0.02 0.22 0.08
C 6.07509 -1.53790 -0.31233 0.17 -0.11 -0.06
C 7.37551 -1.13677 -0.05414 0.08 -0.16 -0.04
Br 8.81050 -2.31016 -0.48384 -0.15 0.13 0.05
C 7.64981 0.09395 0.51817 0.05 -0.09 -0.03
C 6.59886 0.93392 0.83022 -0.19 -0.01 -0.01
C 0.68747 1.92745 0.10260 -0.06 -0.11 0.01
C 0.43928 0.54850 0.12094 -0.08 0.23 0.00
C -0.83034 0.04688 0.01699 -0.15 -0.08 0.01
C -1.96164 0.88252 -0.11716 -0.04 0.35 0.01
N -3.19838 0.38831 -0.26153 -0.63 0.23 -0.15
C -3.59125 -1.00805 -0.25858 -0.04 0.06 0.16
C -4.94296 -1.07971 -0.97752 0.22 -0.17 -0.31
C -5.25767 -2.41195 -1.65521 -0.25 0.12 0.26
C -5.53719 -3.59006 -0.71939 0.16 -0.06 -0.33
C -4.30025 -4.37148 -0.25146 -0.22 -0.07 0.30
C -3.86541 -4.11253 1.19243 0.37 -0.06 -0.17
C -2.95518 -2.90451 1.40228 -0.34 -0.06 0.24
C -3.61478 -1.54038 1.19116 0.38 -0.20 -0.08
C -1.70563 2.28136 -0.10390 1.10 -0.79 0.16
N -2.72924 3.25223 -0.18861 -0.55 0.69 -0.04
O -2.41650 4.42971 -0.17376 -0.11 0.10 -0.02
O -3.90141 2.88579 -0.27175 -0.10 0.09 0.00
C -0.39704 2.76604 0.00561 -0.10 -0.08 -0.03
H 3.49106 5.26974 0.67537 0.00 -0.05 -0.03
H 5.13438 5.10124 0.19652 -0.04 -0.07 0.01
H 1.76317 4.43159 -0.71634 -0.09 0.02 -0.03
H 2.15506 3.12017 -1.85042 0.04 0.07 0.02
H 2.21629 2.94163 1.20935 0.00 -0.09 -0.24
H 3.17549 0.98793 -0.75357 0.16 0.03 0.03
H 4.01859 -1.00862 -0.19319 -0.10 -0.02 -0.02
H 5.88299 -2.50722 -0.74654 0.00 -0.06 -0.01
H 8.66892 0.38714 0.71752 0.06 0.01 0.00
H 6.78063 1.89523 1.28487 0.01 0.08 0.04
H 1.26561 -0.13496 0.24005 0.05 -0.08 0.01
H -0.97490 -1.01939 0.04948 -0.05 -0.15 0.00
H -3.94590 1.07769 -0.26995 0.33 -0.18 -0.07
H -2.85645 -1.57024 -0.84585 -0.01 -0.01 0.01
H -5.74244 -0.82628 -0.27854 -0.05 0.07 0.05
H -4.93903 -0.31572 -1.75961 -0.01 0.02 0.05
H -4.44545 -2.67334 -2.33721 0.01 0.00 -0.10
H -6.14858 -2.24989 -2.26672 0.05 0.01 -0.06
H -6.10441 -3.23971 0.14393 -0.12 -0.02 0.07
H -6.18506 -4.28256 -1.26090 -0.05 0.02 0.06
H -3.46170 -4.17694 -0.92240 0.08 -0.06 -0.09
H -4.52645 -5.43679 -0.33263 0.06 0.01 -0.06
H -4.74920 -4.01447 1.82618 -0.05 -0.04 0.08
H -3.31684 -4.99114 1.54189 -0.06 -0.02 0.06
H -2.08078 -3.00107 0.75416 0.11 0.01 -0.01
H -2.59410 -2.94581 2.43299 0.08 0.00 -0.03
H -4.64155 -1.57646 1.55542 -0.09 0.08 0.06
H -3.08350 -0.81293 1.80993 -0.07 -0.01 -0.04
H -0.27833 3.83823 0.01860 0.02 0.03 -0.02
```
Forces are in eV/Å.

Properties
HOMO level   -8.26 eV
Structure (SMILES)   NC(=O)C[C@H](NC(=O)c1ccc(Br)cc1)c1ccc(NC2CCCCCCC2)c([N+](=O)[O-])c1
Energy relative to the best compared isomer or geometry (same formula, charge and spin)   56.86 kJ/mol
DFT total energy   -4025.9169 a.u.
Frontier orbital gap   7.7 eV